No. 1
{"formula": "C20H24BrN3O3SeV", "method": "ωB97M-V with the def2-TZVPD basis set", "symbols": ["Br", "Se", "V", "O", "O", "O", "N", "N", "N", "C", "C", "C", "C", "C", "C", "C", "C", "C", "C", "C", "C", "C", "C", "C", "C", "C", "C", "C", "C", "H", "H", "H", "H", "H", "H", "H", "H", "H", "H", "H", "H", "H", "H", "H", "H", "H", "H", "H", "H", "H", "H", "H", "H"], "xyz": [[-0.077724, 1.462801, -3.329274], [3.136062, -3.633043, -3.713466], [1.333961, 0.608618, -1.155358], [1.448966, -0.528604, 0.549821], [-1.406188, -0.120981, 1.366414], [-0.721061, -0.862602, -1.234750], [1.670086, -1.776633, 2.529645], [-1.196968, -3.026440, -0.819018], [2.155064, -1.218014, -2.272355], [-1.654412, 3.960052, -0.397874], [2.989202, 1.562922, -1.383187], [2.381496, -0.931049, 3.483824], [-1.328571, 4.338276, 0.922729], [-1.817077, -4.050434, -0.011642], [0.233032, 2.285048, -0.378518], [2.617818, -2.611238, 1.805306], [-0.853226, 2.957966, -1.034967], [2.553941, -2.146029, -2.841978], [-1.191204, 2.677811, -2.383066], [-0.275120, -0.284006, 2.244668], [-1.841609, -1.335080, 0.847041], [-3.021654, 4.215020, -2.385072], [-2.737033, 4.557756, -1.094635], [-2.224243, 3.262061, -3.056376], [0.500122, 2.750687, 0.905189], [-0.634192, -3.454278, -2.087751], [0.870557, -0.997466, 1.612782], [-0.254912, 3.750244, 1.545189], [-1.174829, -1.707062, -0.480531], [1.329590, 2.310361, 1.451414], [3.349048, -2.024865, 1.235845], [2.079444, -3.232064, 1.088665], [-2.193101, -4.833085, -0.673607], [-1.425290, -3.784986, -2.770603], [-0.588406, -0.848039, 3.135898], [-2.422382, 3.003239, -4.088057], [3.893833, 1.046569, -1.744275], [-1.111346, -4.510411, 0.689900], [-0.045822, 0.748718, 2.540892], [-2.916678, -1.228751, 0.642112], [0.070439, -4.274121, -1.937166], [1.672066, -0.348650, 4.075925], [-3.336105, 5.303106, -0.579497], [-3.851001, 4.678427, -2.908500], [-2.664304, -3.666959, 0.554615], [0.006562, 4.051156, 2.556961], [2.962565, -1.554631, 4.172681], [-0.095962, -2.626865, -2.532301], [3.221997, 2.617230, -1.164338], [-1.705525, -2.140586, 1.575969], [3.145796, -3.256396, 2.516328], [3.073130, -0.229771, 2.989305], [-1.928838, 5.095074, 1.419046]], "forces_ev_per_angstrom": [[0.0014, -0.0805, -0.1205], [-0.0092, -0.0383, -0.0328], [0.1970, -0.3657, -0.1388], [0.0475, -0.1395, 0.5074], [-0.0194, -0.0074, 0.1141], [-0.1333, 0.0743, 0.0744], [0.0096, -0.1218, 0.0638], [-0.2025, -0.0839, -0.1767], [-0.0468, 0.0681, -0.0414], [0.0886, -0.0934, -0.0537], [-0.0298, 0.0582, 0.0101], [0.0924, 0.0477, 0.0035], [0.0357, -0.0124, 0.0375], [0.0355, -0.0416, 0.0110], [-0.1016, 0.1470, 0.1609], [-0.0024, -0.0200, 0.0126], [-0.0056, 0.0997, 0.1950], [-0.0692, 0.0566, 0.1056], [0.0309, -0.0290, -0.0261], [-0.0656, 0.0366, -0.0105], [0.0167, 0.0208, -0.0299], [-0.0058, -0.0122, -0.0403], [0.0212, -0.0108, 0.0218], [-0.0756, 0.0597, 0.0102], [-0.0706, 0.0392, -0.1596], [0.0671, -0.0148, 0.0808], [0.0505, 0.2057, -0.5057], [-0.0481, 0.0299, -0.0367], [0.1644, 0.0747, 0.0598], [0.0214, -0.0153, -0.0123], [-0.0010, 0.0158, 0.0097], [-0.0161, -0.0035, 0.0035], [0.0032, -0.0124, -0.0064], [-0.0090, -0.0155, 0.0164], [-0.0098, 0.0021, 0.0167], [0.0040, -0.0021, -0.0009], [0.0232, 0.0341, -0.0249], [0.0119, 0.0141, 0.0047], [-0.0043, -0.0105, -0.0507], [-0.0031, -0.0089, -0.0178], [0.0223, 0.0001, 0.0055], [-0.0145, -0.0099, -0.0172], [0.0009, 0.0007, 0.0001], [-0.0001, 0.0015, 0.0032], [0.0066, -0.0198, -0.0328], [-0.0090, 0.0115, 0.0066], [-0.0125, -0.0023, 0.0039], [0.0490, 0.0689, -0.0220], [-0.0046, -0.0068, 0.0284], [-0.0009, 0.0289, 0.0151], [-0.0138, 0.0015, -0.0103], [-0.0221, -0.0175, -0.0240], [0.0054, -0.0017, 0.0097]], "lumo_ev": [4.668, 4.655], "homo_energy_ev": [0.62, -0.04], "spin_multiplicity": 4, "total_charge": -2, "orbital_gap_ev": [4.0, 4.7], "de_lowest_ev": 1.992}

=====

No. 2
{"formula": "C19H32B2Cl2O6P", "method": "ωB97M-V with the def2-TZVPD basis set", "symbols": ["Cl", "Cl", "P", "O", "O", "O", "O", "O", "O", "C", "C", "C", "C", "C", "C", "C", "C", "C", "C", "C", "C", "C", "C", "C", "C", "C", "C", "C", "B", "B", "H", "H", "H", "H", "H", "H", "H", "H", "H", "H", "H", "H", "H", "H", "H", "H", "H", "H", "H", "H", "H", "H", "H", "H", "H", "H", "H", "H", "H", "H", "H", "H"], "xyz": [[-5.603295, -2.311709, -1.889874], [-4.856746, -2.096953, -5.186072], [0.450657, 0.679568, -2.344417], [-0.450693, -1.402718, -1.081686], [-1.648418, 3.681016, 1.236729], [-2.866962, 3.239490, -0.764040], [-1.053404, -0.779833, 1.048425], [1.351518, 0.101911, 1.059310], [1.934317, 0.329939, -1.678214], [5.014013, 1.183815, 2.658215], [-6.367408, -3.225462, -3.209328], [2.981691, -2.707277, 1.447269], [0.333258, 1.085113, 0.936919], [-5.382380, -3.553194, -4.303141], [-0.930884, 0.453470, 0.337089], [0.327977, 2.514377, -2.071421], [-0.811013, -0.056509, -1.176208], [1.193924, -1.899998, 3.043299], [-2.319802, -0.670254, -3.087282], [4.911582, 3.462087, 1.577680], [4.450289, -0.063507, 2.895185], [3.210818, -0.436279, 2.399703], [4.319991, 2.109853, 1.887754], [3.082920, 1.752506, 1.374823], [-2.121233, 0.028687, -1.969731], [2.517482, 0.499095, 1.613722], [2.692069, -1.827492, 2.681903], [-2.217393, 1.213884, 0.748036], [-2.261002, 2.747216, 0.392908], [-1.249915, -1.903749, 0.101201], [0.606446, -2.274917, 2.207757], [-2.299142, 4.163174, 1.753734], [5.008420, -0.785695, 3.483302], [0.195615, 3.013985, -3.031205], [-6.752168, -4.150875, -2.782337], [5.403407, 3.867817, 2.464633], [-2.269850, 1.100205, 1.831882], [5.994077, 1.419389, 3.059133], [-2.935241, 0.656586, -1.627039], [-2.445503, -2.086808, -0.167154], [0.106549, 1.495231, 1.925515], [3.259245, -2.242841, 3.520727], [5.670124, 3.400091, 0.793446], [2.578823, -2.198704, 0.567978], [2.541165, -3.698590, 1.546109], [-5.843656, -4.219847, -5.030586], [-3.068251, 0.700092, 0.304556], [0.782921, -0.939330, 3.346310], [-1.490013, -1.025941, -3.688270], [2.570728, 0.290968, -2.395962], [-0.473655, 2.813311, -1.399193], [-3.822529, 3.145713, -0.768195], [4.064029, -2.766530, 1.295623], [-4.494048, -4.032815, -3.899471], [-7.200986, -2.641907, -3.593382], [1.055257, -2.604537, 3.870284], [0.697346, 1.864370, 0.266410], [4.139655, 4.158673, 1.251475], [-0.721377, -2.943169, 0.490494], [-3.318336, -0.967084, -3.390164], [2.559522, 2.472966, 0.759270], [1.269468, 2.869926, -1.644439]], "forces_ev_per_angstrom": [[-0.0168, 0.0084, 0.0087], [-0.1177, -0.0696, -0.1411], [-0.0255, -0.1665, -0.7556], [-0.2860, 0.1287, 0.0091], [-0.0339, -0.3683, 0.0169], [-0.2116, 0.5023, 0.4738], [-0.3027, 0.3182, 0.0018], [-0.1074, -0.0632, 0.3313], [0.0007, 0.3637, 0.3812], [-0.0887, -0.0278, -0.1052], [-0.0283, -0.0074, 0.0403], [0.2199, 0.6128, 0.0468], [0.0365, 0.2368, -0.7900], [0.0168, -0.1085, -0.0280], [-0.1973, -2.3407, 0.9943], [0.0877, 0.0195, 0.1786], [0.4250, 0.5237, -0.2761], [0.1254, -0.3117, 0.1759], [0.0934, 0.1064, 0.0670], [0.0490, -0.0923, 0.1557], [0.2390, 0.0952, 0.0189], [0.0033, -0.0286, 0.2271], [0.2132, -0.0530, 0.0599], [-0.1745, 0.1085, -0.0082], [-0.0737, 0.3181, -0.2238], [0.1802, -0.0589, -0.1465], [-0.3754, -0.2709, -0.4312], [0.2522, 1.0736, -0.4518], [-0.0147, -0.0649, 0.0831], [0.6796, -0.2248, -0.1319], [-0.0855, 0.2817, -0.0493], [0.1344, 0.3134, -0.1562], [-0.0600, -0.0033, 0.0446], [-0.1150, -0.0051, 0.0264], [0.0281, -0.0125, -0.0029], [-0.0393, 0.0872, -0.0412], [0.0586, -0.0516, -0.0116], [-0.0316, 0.0531, 0.0174], [-0.1388, -0.4560, 0.4208], [-0.0510, 0.0767, -0.0764], [-0.0070, 0.0710, -0.0305], [0.1237, 0.2176, 0.0066], [-0.0470, -0.0272, -0.0405], [-0.2380, -0.2447, -0.0109], [0.0356, -0.0315, -0.0499], [-0.0328, 0.0272, 0.0007], [0.0645, -0.1947, 0.1108], [-0.0185, 0.0003, -0.0222], [0.0269, -0.6282, 0.4377], [-0.0313, -0.1857, -0.0224], [-0.0768, 0.0699, -0.1259], [0.0467, -0.3902, -0.3377], [-0.0176, -0.2483, 0.0285], [0.0287, 0.0709, 0.0298], [0.0241, 0.0308, -0.0067], [0.0226, 0.0334, 0.0212], [-0.1108, 0.2924, 0.2542], [0.0354, 0.0397, 0.0050], [-0.1090, 0.0247, 0.1295], [0.0557, 0.7598, -0.3381], [-0.0477, -0.0644, 0.0054], [0.0050, -0.0653, 0.0033]], "lumo_ev": 2.317, "homo_energy_ev": -4.18, "total_charge": -1, "orbital_gap_ev": 6.5}